1.
23
Properties=species:S:1:pos:R:3:forces:R:3 method="wB97M-V/def2-TZVPD" e_above_lowest_kcal_mol=47.5 lumo_energy_ha=0.022 smiles="CC(C)(C)P(C)(C)=O" total_charge=0 e_homo_ev=-8.3055
C -1.26022 0.79674 1.28452 -2.415 2.439 0.099
C -0.16761 -0.10313 0.86116 1.245 -1.655 -1.406
C -0.43082 -1.61374 1.17543 -0.468 1.766 2.987
C 1.22528 0.28774 1.35175 -1.004 3.113 -0.662
P -0.17398 -0.12841 -1.03112 -5.717 -4.207 -3.229
C -0.70203 1.46281 -1.81266 2.625 -0.762 -1.186
C 1.41613 -0.76635 -1.62201 1.840 3.563 0.225
O -1.53575 -1.22485 -1.69232 5.239 3.895 2.799
H -1.63287 0.77680 2.31931 0.581 -0.838 0.041
H -0.89938 1.86812 1.25355 -0.454 -0.885 -0.463
H -2.25020 0.70506 0.68786 1.787 0.066 0.583
H 0.31911 -2.28371 0.85049 0.836 -0.546 -0.644
H -1.34727 -1.77351 0.69202 -1.335 -1.050 -0.550
H -0.54597 -1.78613 2.32360 0.160 0.501 -1.863
H 1.76902 1.09083 0.75515 -0.707 -1.058 0.470
H 1.11583 0.72054 2.32858 0.024 0.131 0.718
H 1.78121 -0.56660 1.43655 1.816 -1.956 0.064
H -1.19665 1.92539 -0.97810 -1.434 0.371 -0.577
H 0.16901 2.12598 -1.98734 -0.127 -0.291 0.120
H -1.06675 1.18701 -2.88280 -0.302 0.590 2.466
H 1.51878 -0.71414 -2.69507 -0.406 0.355 -0.419
H 2.35978 -0.22950 -1.19995 -1.748 -0.686 -0.542
H 1.53536 -1.75696 -1.41862 -0.035 -2.856 0.969

=====

2.
183
Properties=species:S:1:pos:R:3:forces:R:3 method="wB97M-V/def2-TZVPD" lumo_energy_ha=0.015 total_charge=0 e_homo_ev=-10.0222
O -0.45119 2.29425 7.20448 -0.422 -0.050 -0.412
C 0.49063 3.03946 7.18564 0.305 0.552 1.321
O 1.62463 2.78335 6.50231 -0.486 0.859 0.574
C 1.48617 1.64087 5.68585 0.728 -0.974 -0.479
C 2.86408 1.26461 5.12661 -0.200 -0.116 1.650
C 0.58038 4.27009 8.08940 0.675 0.372 -1.094
H 0.81076 1.91369 4.88798 -0.205 -0.167 -0.368
H 0.98397 0.85395 6.27688 0.571 0.082 -0.388
H 3.27743 1.97193 4.47086 0.132 1.454 -0.932
H 2.81942 0.36905 4.55677 -0.202 -1.034 -0.275
H 3.63438 1.15904 5.91032 -0.548 -0.234 -0.032
H 0.61210 5.21902 7.45950 0.388 -1.205 0.894
H 1.48422 4.11470 8.72360 -0.577 0.595 -0.518
H -0.30777 4.32242 8.70401 -0.102 -0.152 0.091
O -3.47308 1.00697 -1.62524 -0.821 -1.053 0.265
C -2.71046 1.90117 -1.78243 1.176 2.242 0.237
O -2.32765 2.39816 -2.97721 -0.722 -0.436 -0.653
C -2.94081 1.72928 -4.12175 -0.481 -0.969 1.589
C -4.17566 2.45861 -4.61536 0.754 -0.836 1.576
C -1.99853 2.72417 -0.73413 -0.655 -0.491 0.499
H -3.22484 0.70860 -3.73381 0.471 0.914 -0.836
H -2.12757 1.71948 -4.80708 0.392 -0.347 -0.900
H -3.85666 3.39811 -4.96240 -0.005 1.218 -1.015
H -4.80358 2.63787 -3.75152 -0.365 -0.047 0.132
H -4.69728 1.82728 -5.30732 -0.288 0.047 -0.666
H -2.40709 3.72777 -0.60172 0.148 -0.009 -0.578
H -0.94917 2.70972 -0.92405 0.789 0.491 -0.467
H -2.09522 2.26542 0.21992 -0.384 -0.623 0.864
O 0.82668 6.58055 -3.43551 1.323 0.179 0.266
C 1.89815 6.15733 -3.03506 -2.164 -0.580 -0.388
O 2.17322 4.82667 -3.14645 1.208 1.064 0.624
C 1.11984 3.91992 -3.45078 -1.416 1.125 0.310
C 1.47653 2.60653 -2.83984 0.809 -1.761 -2.768
C 2.94060 6.90512 -2.24820 0.860 -0.994 -0.919
H 1.05513 3.82696 -4.53079 -0.107 -0.016 -0.183
H 0.15979 4.39306 -3.09226 0.846 -0.757 -0.333
H 1.37543 2.47861 -1.78809 0.070 0.133 0.781
H 2.51091 2.37305 -3.22885 -0.629 0.287 1.020
H 0.92563 1.80158 -3.40089 -0.082 0.665 0.838
H 2.63018 7.93180 -2.04122 0.068 -0.320 -0.080
H 3.88873 6.86993 -2.88099 -1.009 0.204 1.121
H 3.05625 6.27297 -1.34088 0.442 0.793 -0.532
O 0.21057 -2.19617 3.39519 -1.124 0.253 -1.435
C 0.74585 -2.09343 4.45330 -0.090 -0.460 1.267
O 0.10388 -1.69516 5.57683 1.336 0.104 -0.915
C -1.19246 -1.11249 5.36817 0.478 0.673 1.102
C -1.68144 -0.87254 6.77592 -2.813 0.767 0.422
C 2.18898 -2.42344 4.61997 0.273 0.738 2.078
H -1.78350 -1.84276 4.88617 -0.856 -0.550 -0.744
H -1.09619 -0.18500 4.75531 -0.083 -0.643 0.435
H -1.82266 -1.80161 7.34349 0.448 0.027 -0.351
H -2.76665 -0.43392 6.78842 1.970 -0.486 -0.294
H -1.05094 -0.18790 7.33522 0.065 0.048 -0.079
H 2.39986 -3.47931 4.47866 -0.225 -0.116 -0.060
H 2.47507 -2.10373 5.67181 0.130 -0.410 -1.423
H 2.69539 -1.85458 3.84582 0.352 0.028 0.106
O 3.94158 -2.75043 -2.02095 -1.166 -1.003 -1.333
C 3.17562 -3.21986 -2.86380 0.314 1.374 0.928
O 2.66630 -2.51486 -3.88848 0.514 0.321 -0.331
C 3.01173 -1.09256 -4.07210 0.835 -1.291 1.108
C 4.50459 -0.84798 -4.33009 0.379 -0.036 -0.697
C 2.57280 -4.60850 -2.89150 0.851 0.376 -0.191
H 2.68249 -0.58657 -3.14468 0.319 -0.084 -0.413
H 2.37176 -0.81977 -4.87746 -0.373 0.362 -0.674
H 4.61565 0.22840 -4.41904 0.127 0.297 0.162
H 5.02676 -1.24490 -5.24953 -1.289 0.009 0.651
H 5.11330 -1.19728 -3.50482 -0.102 0.106 0.288
H 2.72576 -5.01709 -1.89105 -0.257 -0.228 -0.272
H 3.15879 -5.18186 -3.64695 -0.578 0.165 0.529
H 1.51701 -4.51323 -3.19582 0.505 -0.330 0.260
O 0.04688 -3.94420 -0.60389 -0.282 -0.769 0.014
C 0.71378 -2.94791 -0.54668 -0.916 0.305 -0.853
O 0.78729 -2.06018 -1.56501 -0.456 -0.421 -0.867
C -0.22800 -2.17821 -2.65628 0.093 -1.455 1.798
C -1.26494 -1.13376 -2.32772 0.127 -0.846 0.319
C 1.45124 -2.45487 0.61147 -1.457 0.784 0.399
H -0.68498 -3.24270 -2.65507 0.906 1.738 0.054
H 0.32338 -1.99664 -3.55732 0.127 0.089 -0.459
H -2.05410 -1.34854 -3.03052 -0.494 0.693 -0.323
H -0.80993 -0.12150 -2.42451 -0.740 -0.626 0.269
H -1.71478 -1.40399 -1.33732 0.524 0.779 -0.609
H 0.90490 -1.55064 0.94486 0.139 -0.621 0.264
H 2.33193 -2.08346 0.22968 2.456 0.722 -0.553
H 1.56698 -3.18733 1.37321 -0.039 -0.384 0.626
O -4.34363 7.67398 -0.65131 -0.133 -1.226 0.254
C -4.47423 6.46983 -0.67101 -0.210 -0.496 -0.683
O -3.81486 5.62338 -1.51964 0.943 1.953 -0.884
C -2.84126 6.34387 -2.40010 -0.306 -0.054 1.035
C -1.56681 6.57395 -1.56246 0.118 -0.113 0.635
C -5.41481 5.55377 0.06303 0.043 -0.605 -0.312
H -3.32399 7.23016 -2.87482 0.409 -0.500 0.829
H -2.66549 5.62759 -3.17861 0.223 -0.362 -0.399
H -1.80104 6.86852 -0.49150 0.151 -0.415 -1.352
H -0.86592 7.30568 -1.96318 -0.433 0.231 -0.197
H -0.95815 5.64573 -1.58094 -0.554 0.333 0.364
H -5.77415 4.78372 -0.66585 -0.014 0.832 0.793
H -6.16676 6.05642 0.61227 -1.100 0.727 -0.036
H -4.92079 5.01271 0.85247 0.760 -0.360 0.106
O 0.01614 -1.19615 -6.00155 -1.191 -0.816 -0.570
C -0.56276 -2.16080 -6.49168 0.803 0.303 0.483
O -1.90402 -2.33655 -6.50388 0.811 0.558 0.175
C -2.74005 -1.21057 -5.95933 3.253 -0.010 -0.096
C -4.09036 -1.57114 -6.38235 -1.992 0.818 0.254
C 0.26896 -3.33882 -7.04560 -0.725 1.023 1.476
H -2.22895 -0.29315 -6.39232 -1.154 -0.818 0.611
H -2.58774 -1.22665 -4.86838 -0.126 0.189 -0.528
H -4.30951 -2.56718 -5.98568 -0.021 0.032 -0.293
H -4.09711 -1.58305 -7.49839 -0.661 0.144 0.924
H -4.85858 -0.87977 -5.85057 1.142 -0.914 -1.420
H 1.07509 -2.91805 -7.62212 0.212 0.060 -0.291
H -0.32409 -4.04390 -7.59421 -0.151 -0.399 -0.171
H 0.71181 -3.76137 -6.12106 -0.182 -0.149 -0.631
O 2.24161 4.08528 2.92647 0.568 0.275 -0.468
C 1.67581 4.48856 1.93938 -0.509 0.017 0.456
O 0.43791 4.03594 1.62700 0.511 -0.616 -0.367
C -0.00974 2.91818 2.44856 -0.352 0.981 0.662
C 0.63984 1.58032 2.07515 -1.183 0.989 -1.407
C 2.10950 5.58195 0.98957 -0.519 -0.321 -0.346
H -1.09871 3.06682 2.38697 0.257 -0.994 -0.340
H 0.21927 3.20518 3.47401 0.149 -0.220 0.062
H 0.48350 1.42742 0.98723 0.532 0.059 0.417
H 0.19095 0.72909 2.52187 -0.896 -0.637 0.749
H 1.66200 1.52223 2.37244 0.888 0.362 -0.142
H 3.18495 5.75051 1.08931 -0.374 0.502 0.438
H 1.39802 6.44904 1.16055 1.218 -0.778 -0.335
H 2.01588 5.20204 -0.04779 -0.417 0.197 0.602
O 4.29863 3.85977 -0.69843 -1.371 0.477 0.835
C 5.18548 3.49674 -1.40012 1.456 0.320 -0.550
O 5.91868 2.40114 -1.14608 0.608 -0.441 -0.520
C 5.96403 1.88651 0.22340 0.179 0.006 -0.906
C 4.85854 0.86360 0.43703 -0.251 2.408 2.715
C 5.78154 4.34365 -2.54299 0.026 -0.703 1.449
H 5.87312 2.77072 0.78632 -0.477 0.852 1.339
H 7.00509 1.56966 0.35913 -0.392 -0.476 -0.218
H 3.91955 1.46452 0.44090 0.414 -0.772 -0.386
H 4.89643 0.38449 1.45179 0.278 0.276 -0.977
H 4.94077 0.18310 -0.33028 -0.314 -1.811 -1.590
H 6.37996 3.67719 -3.14165 0.100 -0.008 -0.559
H 6.50959 5.00149 -1.98366 -0.954 -0.216 -0.849
H 4.97158 4.84147 -3.09040 0.552 0.055 0.238
O -4.76060 0.64014 1.42278 0.525 -0.192 0.621
C -4.01770 -0.30613 1.28760 -0.747 1.121 -1.427
O -4.34361 -1.32116 0.48720 1.830 -1.126 0.509
C -5.49790 -1.28825 -0.29778 -1.122 -1.218 0.661
C -5.81212 -2.76100 -0.68121 0.261 0.885 0.151
C -2.60782 -0.43320 1.75368 1.081 0.093 2.421
H -5.31598 -0.66249 -1.14619 0.031 0.372 -0.624
H -6.27227 -0.84119 0.33321 -0.282 -0.118 -0.443
H -6.56878 -2.77249 -1.44704 -0.716 -0.058 -0.013
H -6.06899 -3.38332 0.17664 -0.321 0.283 0.020
H -4.98105 -3.26642 -1.14708 0.711 0.163 -0.114
H -2.34817 -1.47874 2.05727 -0.126 0.779 -0.734
H -2.45938 0.15635 2.71139 -0.382 -0.445 -1.123
H -1.86724 -0.01220 1.04325 -0.642 -0.494 0.067
O 1.91433 -5.69950 2.38310 0.007 0.046 0.205
C 2.84567 -5.70798 1.61508 -1.000 0.231 0.333
O 2.82038 -6.29566 0.43984 1.254 0.083 -1.076
C 1.66400 -6.86110 -0.10348 -0.075 -1.534 -1.195
C 1.33651 -8.20023 0.57950 -1.118 -0.208 -1.032
C 4.14359 -5.03010 1.76989 1.102 1.485 0.278
H 1.92314 -6.99821 -1.22486 -0.543 0.113 1.871
H 0.83832 -6.16604 -0.01118 -0.216 0.132 -0.034
H 0.87465 -8.01142 1.54721 0.044 0.055 0.045
H 2.21321 -8.87188 0.75984 -0.744 0.534 -0.630
H 0.51695 -8.64546 -0.08813 1.316 0.023 1.027
H 4.54517 -4.80870 0.76338 -0.084 -0.123 0.597
H 4.85512 -5.68995 2.29305 -0.250 0.400 -0.040
H 4.00889 -4.04841 2.30956 0.216 -1.212 -0.314
C -2.69071 -6.71517 2.90616 -0.503 -1.284 0.709
C -1.73059 -5.58642 2.71522 0.617 0.618 -1.285
C -2.48476 -4.35937 3.14378 0.281 2.538 -0.108
S -3.29976 -4.78587 4.62930 -0.400 -0.606 -1.421
O -4.58357 -4.17776 4.71931 -1.061 0.332 0.095
O -2.35334 -4.61304 5.65408 1.640 0.419 2.478
C -3.36179 -6.52743 4.26725 -0.359 -1.303 0.322
H -2.16737 -7.68835 2.91865 -0.425 0.334 -0.361
H -3.44724 -6.67684 2.12105 0.088 -0.217 -0.082
H -1.64990 -5.48695 1.63383 0.908 0.014 -0.072
H -0.72395 -5.71155 3.18227 -0.905 0.190 -0.274
H -3.28572 -3.98436 2.48381 0.317 -0.672 -0.278
H -1.85484 -3.44155 3.32776 -0.413 -1.087 0.033
H -4.34901 -7.00003 4.39959 0.203 0.595 -0.329
H -2.72470 -7.01988 4.99138 0.148 0.208 0.448

=====

Number 1: HOMO-LUMO gap 8.914 eV. Number 2: HOMO-LUMO gap 10.423 eV.